1.
{"formula": "C7H10O3S", "method": "ωB97M-V/def2-TZVPD", "lumo_ev": 0.478, "e_homo_ev": -7.66, "homo_lumo_gap_ev": 8.142, "max_force_ev_per_a": 4.265, "elements": ["C", "C", "C", "C", "C", "C", "C", "O", "O", "O", "S", "H", "H", "H", "H", "H", "H", "H", "H", "H", "H"], "xyz": [[-3.113, 1.069, -0.412], [-2.377, 0.087, -1.130], [-2.790, 0.880, 0.954], [-1.586, -0.578, -0.187], [3.403, 0.758, 0.220], [1.295, -0.299, -0.770], [-0.439, -1.460, -0.301], [1.255, 0.142, 1.951], [-1.852, -0.109, 1.099], [0.055, -2.091, 0.755], [2.050, -0.503, 0.830], [-3.945, 1.715, -0.819], [-2.107, -0.084, -2.113], [-3.192, 1.382, 1.860], [2.986, 1.646, -0.241], [4.066, 0.440, -0.559], [4.022, 0.989, 1.129], [0.798, 0.526, -1.263], [1.856, -0.862, -1.482], [-0.227, -2.052, -1.085], [-0.156, -1.594, 1.565]], "atomic_forces_ev_per_a": [[-0.9, -0.1, 1.7], [1.9, -0.7, 3.3], [-0.6, 0.4, -1.7], [-1.1, 1.2, 0.2], [0.1, 0.1, 2.0], [-3.5, -1.8, 0.7], [2.7, 3.3, 0.5], [0.8, -0.5, -1.5], [-0.6, 0.4, -1.4], [-0.8, -1.1, 2.5], [1.0, 2.7, -0.8], [1.4, -0.7, 0.7], [-0.4, 0.0, -2.1], [0.6, -0.7, -0.8], [-0.6, 0.2, 0.6], [0.3, -1.2, -0.3], [-0.6, 0.0, -0.8], [0.4, 0.8, 0.8], [0.5, -0.6, -0.4], [-0.6, -1.7, -3.1], [0.2, -0.1, 0.0]]}



2.
{"formula": "C7H10O5", "method": "ωB97M-V/def2-TZVPD", "lumo_ev": 0.438, "e_homo_ev": -10.72, "homo_lumo_gap_ev": 11.156, "smiles": "O=C(O)CCC[C@H]1COC(=O)O1", "max_force_ev_per_a": 1.776, "elements": ["O", "C", "O", "C", "C", "C", "C", "C", "O", "C", "O", "O", "H", "H", "H", "H", "H", "H", "H", "H", "H", "H"], "xyz": [[-2.528, -0.920, -0.147], [-1.773, -1.275, -1.028], [-2.225, -1.608, -2.278], [-0.296, -1.401, -0.855], [0.421, -0.096, -1.196], [-0.081, 1.165, -0.480], [0.416, 1.395, 0.929], [0.090, 0.336, 2.002], [1.392, 0.033, 2.548], [2.258, 0.320, 1.544], [3.208, -0.330, 1.192], [1.831, 1.495, 0.972], [-2.649, -0.843, -2.669], [0.052, -2.168, -1.537], [-0.061, -1.740, 0.142], [1.491, -0.190, -1.061], [0.268, 0.081, -2.257], [0.289, 2.004, -1.061], [-1.160, 1.238, -0.512], [-0.055, 2.318, 1.255], [-0.418, -0.554, 1.665], [-0.470, 0.739, 2.833]], "atomic_forces_ev_per_a": [[0.7, -0.1, -0.9], [-1.0, 0.1, 1.1], [0.8, 0.1, 0.0], [0.4, -0.5, -0.2], [-0.6, 0.5, -0.1], [0.6, -0.4, -0.3], [-1.4, 0.3, 0.3], [0.4, 0.5, 0.8], [0.1, -1.1, -0.7], [1.0, -0.2, -0.2], [-1.1, 1.1, 0.8], [0.5, -0.8, -0.5], [-0.7, 0.1, 0.0], [0.1, -0.2, -0.2], [-0.1, 0.0, 0.3], [0.3, -0.2, 0.1], [0.1, 0.0, -0.3], [0.1, 0.3, -0.1], [-0.3, -0.1, 0.2], [0.4, 0.4, 0.1], [0.1, -0.2, -0.2], [-0.3, 0.2, 0.0]]}



3.
{"formula": "C7H10OS", "method": "ωB97M-V/def2-TZVPD", "lumo_ev": 0.035, "e_homo_ev": -8.56, "homo_lumo_gap_ev": 8.593, "max_force_ev_per_a": 4.461, "elements": ["C", "C", "C", "C", "C", "C", "C", "O", "S", "H", "H", "H", "H", "H", "H", "H", "H", "H", "H"], "xyz": [[-1.157, -1.069, -0.271], [-0.948, 0.068, 0.387], [-0.223, 2.712, -2.164], [-0.830, 2.612, -0.940], [-0.200, -2.060, 0.190], [0.179, 0.100, 1.297], [0.831, -1.338, 1.115], [-2.914, 1.423, -1.683], [-2.349, 1.807, -0.427], [-1.889, -1.308, -0.981], [0.680, 3.161, -2.419], [-0.748, 2.342, -3.007], [-0.032, 2.689, -0.217], [-0.617, -2.905, 0.765], [0.033, -2.557, -0.817], [1.022, 0.768, 0.919], [-0.249, 0.442, 2.247], [1.058, -1.897, 2.070], [1.835, -1.035, 0.707]], "atomic_forces_ev_per_a": [[-0.2, 2.0, 2.1], [-2.8, 1.1, -3.3], [-3.9, -1.0, 1.5], [3.1, -0.3, -1.1], [1.2, -2.7, -1.0], [1.6, 0.9, 0.2], [0.6, 0.6, 0.3], [-1.7, -1.4, -2.0], [4.0, -0.5, 1.9], [-1.0, 0.0, -0.9], [1.7, 0.6, 0.5], [-0.7, -0.1, -0.9], [-0.5, 0.7, 1.2], [-0.3, 0.4, -0.2], [1.1, 0.4, 1.5], [-1.5, 0.0, 0.9], [0.9, -0.3, 0.4], [-0.6, 0.6, -1.0], [-1.0, -1.1, -0.1]]}



4.
{"formula": "C7H10S", "method": "ωB97M-V/def2-TZVPD", "lumo_ev": 0.957, "e_homo_ev": -8.42, "homo_lumo_gap_ev": 9.372, "smiles": "C1=CC1C[C@H]1CCS1", "max_force_ev_per_a": 5.947, "elements": ["C", "C", "C", "C", "C", "C", "C", "S", "H", "H", "H", "H", "H", "H", "H", "H", "H", "H"], "xyz": [[2.140, 1.397, 0.216], [2.820, 0.336, 0.462], [1.898, 0.111, -0.678], [0.605, -0.611, -0.266], [-0.650, 0.184, -0.557], [-1.884, -0.693, -0.403], [-2.403, 0.082, 0.823], [-1.053, 1.389, 0.716], [1.672, 2.372, 0.437], [3.680, -0.254, 1.204], [2.193, 0.105, -1.633], [0.630, -1.672, -0.649], [0.595, -0.852, 0.773], [-0.547, 0.776, -1.496], [-1.572, -1.711, -0.146], [-2.513, -0.822, -1.256], [-3.416, 0.385, 0.792], [-2.193, -0.520, 1.663]], "atomic_forces_ev_per_a": [[-0.6, 0.0, -0.6], [3.6, -1.6, 2.4], [-2.2, 0.7, 5.5], [1.0, -1.0, -1.6], [1.2, -0.3, -2.2], [0.5, 0.2, 0.8], [0.9, -0.1, -0.6], [-1.4, -0.3, 0.6], [0.8, -0.8, -0.1], [-2.8, 2.0, -2.4], [1.1, -0.1, -3.5], [-0.5, 1.0, -0.6], [0.3, 0.4, 1.1], [-0.1, -0.9, 0.3], [-0.1, 0.1, 0.1], [-0.6, 0.5, -0.6], [-0.9, 0.6, 0.1], [-0.2, -0.4, 1.3]]}



5.
{"formula": "C7H10S", "method": "ωB97M-V/def2-TZVPD", "lumo_ev": 0.836, "e_homo_ev": -8.21, "homo_lumo_gap_ev": 9.048, "smiles": "C=C1S[C@]2(C)C[C@H]1C2", "max_force_ev_per_a": 3.684, "elements": ["C", "C", "S", "C", "C", "C", "C", "C", "H", "H", "H", "H", "H", "H", "H", "H", "H", "H"], "xyz": [[-2.893, -0.511, -0.074], [-1.578, -0.445, -0.046], [-0.269, -1.774, 0.086], [0.899, -0.366, 0.016], [2.350, -0.739, -0.086], [0.342, 0.524, 1.170], [-0.788, 0.800, 0.162], [0.252, 0.666, -0.996], [-3.456, 0.491, 0.012], [-3.412, -1.452, -0.104], [2.628, 0.356, -0.446], [2.742, -1.201, 0.831], [2.501, -1.353, -1.072], [1.149, 1.244, 1.176], [0.257, 0.154, 2.163], [-1.428, 1.735, 0.423], [-0.153, 0.330, -2.008], [0.856, 1.540, -1.207]], "atomic_forces_ev_per_a": [[-0.8, 1.5, 0.1], [0.9, -0.9, 1.7], [-1.5, 0.6, -0.9], [-1.0, -1.0, 0.1], [-0.4, 1.8, -3.2], [1.6, -0.2, -2.0], [-0.8, 2.5, 0.6], [-0.6, -0.7, -0.6], [0.7, -1.9, -0.2], [-0.3, 0.0, -0.2], [1.1, -2.2, 1.4], [0.3, 0.5, -0.6], [-0.1, 0.7, 2.1], [-0.4, 1.3, 0.2], [-0.7, -0.7, 0.6], [0.9, -1.5, -1.1], [0.5, 0.0, 1.5], [0.3, 0.3, 0.5]]}



6.
{"formula": "C7H10S", "method": "ωB97M-V/def2-TZVPD", "lumo_ev": 0.893, "e_homo_ev": -8.36, "homo_lumo_gap_ev": 9.254, "smiles": "C#C[C@H]1C[C@@]1(C)SC", "max_force_ev_per_a": 4.339, "elements": ["C", "C", "C", "C", "C", "C", "S", "C", "H", "H", "H", "H", "H", "H", "H", "H", "H", "H"], "xyz": [[1.696, -2.341, 1.624], [0.663, -2.093, 0.984], [-0.590, -1.537, 0.538], [-0.660, -0.231, 1.327], [-0.372, -0.212, -0.259], [-1.418, 0.166, -1.409], [1.216, 0.227, -0.904], [1.042, 2.116, -0.690], [2.728, -2.783, 1.979], [-1.493, -2.041, 0.457], [0.189, 0.142, 1.924], [-1.727, 0.170, 1.572], [-1.187, 1.193, -1.851], [-1.038, -0.556, -2.095], [-2.433, 0.090, -1.043], [0.674, 2.687, -1.566], [2.035, 2.607, -0.903], [0.676, 2.397, 0.315]], "atomic_forces_ev_per_a": [[0.0, -1.0, -1.3], [2.8, -1.9, 2.1], [3.0, 3.1, 0.6], [-2.1, 2.3, -2.2], [-2.0, 0.2, 0.9], [1.9, 1.0, 1.9], [0.5, 1.8, 0.6], [1.8, 0.2, -1.2], [-2.9, 1.4, -0.9], [-1.2, -1.3, -0.4], [-0.7, -0.7, -0.2], [2.1, -0.8, -0.3], [-0.5, -1.3, 0.9], [-0.9, -0.6, -1.2], [-0.3, -0.2, -0.4], [-1.5, -0.9, 0.6], [0.0, -1.2, 1.3], [0.0, -0.2, -0.8]]}



Copy entry 2 word for word.
{"formula": "C7H10O5", "method": "ωB97M-V/def2-TZVPD", "lumo_ev": 0.438, "e_homo_ev": -10.72, "homo_lumo_gap_ev": 11.156, "smiles": "O=C(O)CCC[C@H]1COC(=O)O1", "max_force_ev_per_a": 1.776, "elements": ["O", "C", "O", "C", "C", "C", "C", "C", "O", "C", "O", "O", "H", "H", "H", "H", "H", "H", "H", "H", "H", "H"], "xyz": [[-2.528, -0.920, -0.147], [-1.773, -1.275, -1.028], [-2.225, -1.608, -2.278], [-0.296, -1.401, -0.855], [0.421, -0.096, -1.196], [-0.081, 1.165, -0.480], [0.416, 1.395, 0.929], [0.090, 0.336, 2.002], [1.392, 0.033, 2.548], [2.258, 0.320, 1.544], [3.208, -0.330, 1.192], [1.831, 1.495, 0.972], [-2.649, -0.843, -2.669], [0.052, -2.168, -1.537], [-0.061, -1.740, 0.142], [1.491, -0.190, -1.061], [0.268, 0.081, -2.257], [0.289, 2.004, -1.061], [-1.160, 1.238, -0.512], [-0.055, 2.318, 1.255], [-0.418, -0.554, 1.665], [-0.470, 0.739, 2.833]], "atomic_forces_ev_per_a": [[0.7, -0.1, -0.9], [-1.0, 0.1, 1.1], [0.8, 0.1, 0.0], [0.4, -0.5, -0.2], [-0.6, 0.5, -0.1], [0.6, -0.4, -0.3], [-1.4, 0.3, 0.3], [0.4, 0.5, 0.8], [0.1, -1.1, -0.7], [1.0, -0.2, -0.2], [-1.1, 1.1, 0.8], [0.5, -0.8, -0.5], [-0.7, 0.1, 0.0], [0.1, -0.2, -0.2], [-0.1, 0.0, 0.3], [0.3, -0.2, 0.1], [0.1, 0.0, -0.3], [0.1, 0.3, -0.1], [-0.3, -0.1, 0.2], [0.4, 0.4, 0.1], [0.1, -0.2, -0.2], [-0.3, 0.2, 0.0]]}



Question: Number 5 is which compound?
Answer: C7H10S